Record 1
C47H34F5N4OSiTc as an isolated structure at a distorted geometry, computed with ωB97M-V/def2-TZVPD.

The spin multiplicity is 2. Its highest occupied orbital energy (spin up / spin down) is -4.1 / -4.0 eV. The total charge is -1. For the molecular weight, the calculation gives 891.9 g mol⁻¹. The calculation puts the frontier orbital gap (spin up / spin down) at 5.43 / 5.42 eV.

Atoms and positions in Å:
Tc1 -0.22917 0.17708 -0.22761
O1 0.10654 0.22964 1.78933
C1 1.08717 0.14847 2.61322
C2 0.81863 0.14272 4.00728
C3 1.81943 0.08060 4.94083
C4 3.15549 0.00772 4.54050
C5 3.44995 -0.02118 3.19665
C6 2.45607 0.03801 2.21204
C7 2.81029 -0.04944 0.80946
N1 1.99767 -0.14057 -0.23323
C8 2.77042 -0.29861 -1.35000
C9 4.08063 -0.28952 -0.99764
N2 4.09883 -0.13085 0.36717
H1 -0.22312 0.18537 4.29763
H2 1.57773 0.08407 5.99615
H3 3.95098 -0.03562 5.27186
H4 4.49126 -0.10766 2.90697
H5 2.31898 -0.39071 -2.32199
H6 4.98209 -0.38148 -1.57417
H7 4.91971 -0.05034 0.93689
C10 -0.37781 0.25561 -2.22590
C11 -0.27964 0.32884 -3.46187
C12 -0.14741 0.33878 -4.83570
C13 1.15861 0.67107 -5.38430
C14 2.06188 1.45677 -4.64874
C15 3.31785 1.74681 -5.14322
C16 3.72694 1.25433 -6.37600
C17 2.86146 0.44658 -7.10082
C18 1.60234 0.15406 -6.61403
C19 -1.25668 -0.06746 -5.68813
C20 -2.22244 -0.97888 -5.23686
C21 -3.21366 -1.43628 -6.08344
C22 -3.30426 -0.97468 -7.38927
C23 -2.40335 -0.01426 -7.82844
C24 -1.40019 0.43465 -6.99272
H8 1.75590 1.84142 -3.68450
H9 3.99309 2.36515 -4.56517
H10 4.71177 1.48335 -6.76200
H11 3.17774 0.02880 -8.04895
H12 0.95934 -0.51426 -7.16934
H13 -2.17698 -1.33977 -4.21728
H14 -3.91958 -2.17047 -5.72109
H15 -4.07266 -1.34683 -8.05455
H16 -2.48577 0.38660 -8.83158
H17 -0.72078 1.20182 -7.33912
F1 -2.24733 2.53882 1.15537
C25 -1.19209 3.09650 0.53128
C26 -0.28185 2.29596 -0.15855
C27 0.77096 3.03764 -0.70029
F2 1.73538 2.41089 -1.41384
C28 0.93980 4.40403 -0.56112
F3 2.02138 5.01683 -1.08107
C29 -0.01663 5.14596 0.10784
F4 0.10558 6.47647 0.23571
C30 -1.10010 4.47489 0.64575
F5 -2.05752 5.17034 1.28622
C31 -4.94757 -3.52767 -2.49093
C32 -4.02963 -3.86748 -1.50748
C33 -3.34614 -2.87392 -0.82407
C34 -3.54241 -1.52164 -1.10658
C35 -4.45192 -1.20973 -2.11591
C36 -5.15908 -2.19101 -2.79382
Si1 -2.67193 -0.10730 -0.12839
C37 -3.27367 -0.47504 1.66079
C38 -2.72619 -1.51378 2.41257
C39 -3.11744 -1.75085 3.72140
C40 -4.07954 -0.94530 4.31205
C41 -4.64354 0.09015 3.58157
C42 -4.24276 0.31785 2.27359
H18 -5.49148 -4.29966 -3.02183
H19 -3.86062 -4.91074 -1.26643
H20 -2.64091 -3.15938 -0.05177
H21 -4.60542 -0.16938 -2.37355
H22 -5.87363 -1.91509 -3.56073
H23 -3.63968 0.98462 -0.49502
H24 -1.97078 -2.15248 1.97207
H25 -2.66945 -2.56018 4.28715
H26 -4.38481 -1.11890 5.33702
H27 -5.39401 0.72417 4.03908
H28 -4.68100 1.13417 1.71278
N3 -0.34443 -2.75723 -2.34238
C43 -0.09403 -3.17012 -1.09200
C44 0.05069 -4.55287 -0.83955
C45 0.32243 -4.99081 0.42897
C46 0.46009 -4.04746 1.44354
C47 0.31971 -2.71688 1.11845
N4 0.03625 -2.25568 -0.10492
H29 -0.52266 -3.42855 -3.06471
H30 -0.49954 -1.76878 -2.50954
H31 -0.06534 -5.24363 -1.66381
H32 0.42583 -6.04729 0.63711
H33 0.65558 -4.33577 2.46502
H34 0.43425 -1.97641 1.89528

Record 2
C47H34F9N3O3OsP2 as an isolated structure at a distorted geometry, computed with ωB97M-V/def2-TZVPD.

The spin multiplicity is 1. Its highest occupied orbital energy (spin up / spin down) is -13.0 / -13.1 eV. The total charge is +2. For the molecular weight, the calculation gives 1112.0 g mol⁻¹. The energy above the lowest of the compared OMol25 structures with the same formula, charge and spin is 0.0000 eV. The calculation puts the frontier orbital gap (spin up / spin down) at 6.37 / 6.31 eV.

Atoms and positions in Å:
Os1 -0.30966 -0.56515 1.35469
C1 3.66587 -2.24736 2.29730
C2 2.48387 -1.91517 1.61622
N1 1.60386 -1.06702 2.10470
C3 1.82708 -0.52175 3.33954
C4 2.95408 -0.83392 4.10502
C5 3.90377 -1.71078 3.53201
C6 3.03816 -0.30990 5.41975
C7 2.01166 0.43503 5.92521
C8 0.87488 0.75202 5.14377
C9 0.80562 0.32346 3.84454
N2 -0.23420 0.52506 2.91621
C10 -1.22232 1.52296 2.99875
C11 -1.17254 2.64753 3.78517
C12 -2.24491 3.56890 3.77110
C13 -3.33601 3.37467 2.97549
C14 -3.38325 2.25749 2.10415
C15 -4.45089 1.98823 1.21945
C16 -4.39956 0.88249 0.41760
C17 -3.26874 0.05194 0.45898
N3 -2.24232 0.29425 1.25237
C18 -2.30589 1.36458 2.10245
H1 4.35232 -2.94858 1.84458
H2 2.23629 -2.36594 0.66633
H3 4.79414 -1.97318 4.08955
H4 3.90195 -0.54359 6.02791
H5 2.05240 0.78687 6.94659
H6 0.05777 1.29183 5.59735
H7 -0.30905 2.85461 4.39809
H8 -2.19564 4.43302 4.41920
H9 -4.16279 4.07264 2.98815
H10 -5.30189 2.65742 1.19184
H11 -5.20120 0.63531 -0.26396
H12 -3.18975 -0.81745 -0.17329
O1 0.53026 1.02431 0.49319
P1 0.95118 1.61866 -0.86218
C19 -0.39155 1.44635 -2.05691
P2 -0.87604 -0.29548 -2.21565
O2 -0.89301 -0.83994 -0.80736
C20 -2.49553 -0.30903 -2.95894
C21 -3.18512 -1.52603 -2.94923
C22 -4.46252 -1.59954 -3.47442
C23 -5.05397 -0.46561 -4.02276
C24 -4.36856 0.73922 -4.05078
C25 -3.08914 0.82033 -3.51760
C26 0.22266 -1.21568 -3.26180
C27 0.99308 -2.22000 -2.67900
C28 1.82292 -2.99140 -3.47958
C29 1.87234 -2.76482 -4.84761
C30 1.09392 -1.76952 -5.42991
C31 0.26010 -0.99840 -4.63937
C32 2.39907 0.87853 -1.57866
C33 2.63228 0.93417 -2.95580
C34 3.75951 0.33496 -3.48807
C35 4.66579 -0.30619 -2.65113
C36 4.45932 -0.32818 -1.28008
C37 3.32785 0.26693 -0.74449
C38 1.23675 3.35187 -0.63877
C39 0.25359 4.11505 0.00290
C40 0.45036 5.46933 0.19172
C41 1.62702 6.06617 -0.25095
C42 2.60740 5.31239 -0.87640
C43 2.41812 3.95133 -1.07024
H13 -0.12479 1.94595 -2.98904
H14 -1.26118 1.95323 -1.62496
H15 -2.71995 -2.41238 -2.53280
H16 -4.99492 -2.54102 -3.46977
H17 -6.05112 -0.52693 -4.43796
H18 -4.82655 1.61499 -4.49003
H19 -2.56612 1.76827 -3.54973
H20 0.92449 -2.39934 -1.61216
H21 2.41861 -3.77938 -3.03810
H22 2.50719 -3.37991 -5.47181
H23 1.12552 -1.61183 -6.49939
H24 -0.36180 -0.23632 -5.09720
H25 1.94632 1.44515 -3.61971
H26 3.93252 0.36605 -4.55511
H27 5.54461 -0.77667 -3.07182
H28 5.18714 -0.79499 -0.62927
H29 3.16946 0.28284 0.32244
H30 -0.65673 3.64712 0.36435
H31 -0.30751 6.06475 0.68252
H32 1.77791 7.12723 -0.10355
H33 3.52231 5.78132 -1.21126
H34 3.18762 3.36468 -1.55454
F1 -3.10929 -2.58740 1.52778
C44 -2.41143 -3.62566 1.03472
F2 -3.02066 -4.74234 1.40581
F3 -2.45986 -3.53380 -0.29588
C45 -0.93367 -3.55794 1.53088
O3 -0.25535 -2.50106 0.97256
C46 -0.18465 -4.85602 1.09533
F4 -0.57474 -5.90161 1.81423
F5 -0.40088 -5.11270 -0.19426
F6 1.13472 -4.70182 1.25640
C47 -0.90417 -3.42147 3.07902
F7 0.33547 -3.56986 3.54480
F8 -1.70812 -4.24498 3.71825
F9 -1.28153 -2.14646 3.38234

Record 3
C47H34N2O6PtS4 as an isolated structure, computed with ωB97M-V/def2-TZVPD.

The spin multiplicity is 3. Its highest occupied orbital energy (spin up / spin down) is -6.4 / -7.4 eV. For the molecular weight, the calculation gives 1046.1 g mol⁻¹. The energy above the lowest of the compared OMol25 structures with the same formula, charge and spin is 1.7753 eV. The calculation puts the frontier orbital gap (spin up / spin down) at 6.25 / 6.28 eV.

Atoms and positions in Å:
Pt1 -0.52198 1.57655 -1.92603
C1 -6.27373 -3.44325 2.84928
C2 -5.83358 -2.73515 1.59668
C3 -5.59658 -3.43192 0.41815
C4 -5.17455 -2.77802 -0.73145
C5 -4.99452 -1.41025 -0.70050
C6 -5.24296 -0.68232 0.45148
C7 -5.65534 -1.35249 1.59020
S1 -1.63631 -1.40403 -0.73851
O1 -1.03866 -1.48631 -2.06602
C8 -0.53820 -0.60091 0.42458
C9 -1.11887 0.16077 1.46923
C10 -0.34628 0.57565 2.50939
C11 1.01182 0.18580 2.60961
C12 1.80175 0.53290 3.73015
C13 3.09954 0.12095 3.81949
C14 3.67515 -0.64610 2.78458
C15 2.94586 -0.97558 1.67962
C16 1.58996 -0.57496 1.56889
C17 0.79893 -0.93050 0.44111
C18 1.45705 -1.59597 -0.72040
C19 1.44664 -3.01923 -0.80991
C20 0.89160 -3.82029 0.22138
C21 0.91340 -5.18235 0.13332
C22 1.47764 -5.81752 -0.99404
C23 2.00610 -5.07212 -2.00708
C24 2.00861 -3.65780 -1.94005
C25 2.55300 -2.86643 -2.97882
C26 2.57461 -1.50996 -2.86953
C27 2.05519 -0.87549 -1.71920
S2 2.24499 0.91971 -1.75642
O2 1.29467 1.54624 -0.75018
C28 3.81044 1.02707 -0.86671
C29 4.94693 0.35058 -1.29107
C30 6.12364 0.50487 -0.58138
C31 6.18817 1.33881 0.53698
C32 7.47791 1.49323 1.29545
C33 5.04144 2.01875 0.92363
C34 3.84824 1.87224 0.22905
H1 -6.31958 -4.52026 2.69545
H2 -7.26135 -3.10413 3.16590
H3 -5.58230 -3.24703 3.67001
H4 -5.73480 -4.50595 0.39451
H5 -4.97831 -3.31841 -1.64813
H6 -5.11298 0.39184 0.45615
H7 -5.84469 -0.78628 2.49475
H8 -2.16462 0.42752 1.42083
H9 -0.76764 1.20258 3.28522
H10 1.35779 1.13964 4.50897
H11 3.69326 0.39004 4.68334
H12 4.70894 -0.95852 2.85942
H13 3.39972 -1.54342 0.87715
H14 0.45959 -3.33845 1.08972
H15 0.49884 -5.78201 0.93308
H16 1.49309 -6.89813 -1.04901
H17 2.43254 -5.55260 -2.87932
H18 2.93837 -3.35264 -3.86644
H19 2.95836 -0.89868 -3.67853
H20 4.92319 -0.29932 -2.15677
H21 7.01157 -0.02835 -0.90102
H22 8.30109 1.73170 0.62071
H23 7.73909 0.56829 1.81389
H24 7.40401 2.28714 2.03683
H25 5.06633 2.67649 1.78429
H26 2.96070 2.41060 0.53673
O3 -4.60479 -0.79317 -1.88763
C35 -3.50291 -0.00649 -1.89729
O4 -2.72932 -0.00525 -0.81952
C36 -3.20123 0.63643 -3.12484
C37 -4.09092 0.47840 -4.21309
C38 -3.80676 1.06411 -5.41859
C39 -2.66069 1.84884 -5.53741
C40 -1.85821 2.01077 -4.42821
N1 -2.09228 1.41988 -3.24837
H27 -4.97623 -0.12104 -4.07187
H28 -4.47145 0.93022 -6.26161
H29 -2.39907 2.33796 -6.46381
H30 -0.99087 2.65489 -4.45764
O5 2.34437 3.71386 2.15394
S3 1.46704 4.72812 1.62925
O6 1.67372 6.08373 2.04517
N2 1.43275 4.62061 -0.01764
C41 0.27992 4.20426 -0.44021
S4 -0.07772 3.97661 -2.10444
C42 -0.73283 3.92920 0.63219
C43 -2.02715 3.45168 0.51255
C44 -2.78377 3.31048 1.66942
C45 -2.26219 3.64848 2.91628
C46 -0.95876 4.11769 3.03616
C47 -0.21882 4.23239 1.87785
H31 -2.42212 3.20216 -0.46373
H32 -3.80003 2.94136 1.60232
H33 -2.88085 3.55381 3.79965
H34 -0.54076 4.38321 3.99846

Record 4
C47H35BrN5O6S2Ti as an isolated structure at a distorted geometry, computed with ωB97M-V/def2-TZVPD.

The spin multiplicity is 1. Its highest occupied orbital energy is -2.9 eV. The total charge is -1. For the molecular weight, the calculation gives 957.7 g mol⁻¹. The energy above the lowest of the compared OMol25 structures with the same formula, charge and spin is 1.5247 eV. The calculation puts the frontier orbital gap at 4.37 eV.

Atoms and positions in Å:
Ti1 1.30333 0.51511 -0.40383
O1 3.76954 -2.24850 5.57420
C1 4.70443 -1.72415 4.74900
O2 5.75631 -1.36397 5.20485
C2 4.32872 -1.59113 3.30847
C3 5.01755 -0.65529 2.53931
C4 4.62785 -0.39942 1.24177
C5 3.55134 -1.07626 0.65585
C6 2.92372 -2.07653 1.39626
C7 3.29638 -2.30401 2.71524
N1 3.13950 -0.64997 -0.62972
C8 2.52441 -1.57092 -1.52359
C9 2.32957 -0.72917 -2.76934
C10 2.94807 -0.97732 -3.98503
C11 2.75703 -0.07382 -5.00943
C12 1.94776 1.03593 -4.80233
C13 1.36331 1.20210 -3.56369
N2 1.56630 0.34501 -2.56546
H1 2.94450 -2.38756 5.09130
H2 5.84584 -0.12393 2.99185
H3 5.13828 0.35344 0.65180
H4 2.08769 -2.62657 0.98339
H5 2.75760 -3.07626 3.25532
H6 3.09729 -2.48098 -1.73092
H7 3.56876 -1.85463 -4.10217
H8 3.23991 -0.22527 -5.96711
H9 1.76565 1.75927 -5.58414
H10 0.71427 2.04211 -3.34941
C14 3.79765 3.97388 -1.67880
C15 2.83951 4.96756 -1.80015
C16 1.52524 4.70048 -1.46945
C17 1.17416 3.43449 -1.00177
N3 2.11722 2.48086 -0.90635
C18 3.38312 2.73264 -1.23929
C19 -0.21058 3.03370 -0.61798
C20 -1.24554 3.96409 -0.50023
C21 -2.50562 3.52660 -0.12601
C22 -2.73121 2.17563 0.14218
C23 -1.70064 1.25522 0.03859
C24 -0.42806 1.67495 -0.36066
H11 4.83539 4.14513 -1.92718
H12 3.11530 5.95015 -2.16342
H13 0.76458 5.45963 -1.57909
H14 4.05875 1.88943 -1.15199
H15 -1.08037 5.02223 -0.66924
H16 -3.31201 4.24229 -0.02343
H17 -3.71845 1.84482 0.44300
H18 -1.86956 0.20580 0.27583
O3 0.54395 -1.10060 -0.39991
O4 1.23197 -2.12153 -1.10307
S1 -5.70173 -0.91750 -2.44441
C25 -3.97560 -0.47171 -2.57685
C26 -2.99473 -1.38375 -2.22697
C27 -1.66371 -1.01624 -2.40217
N4 -1.30149 0.17725 -2.86186
C28 -2.25024 1.05577 -3.17472
C29 -3.60153 0.78030 -3.05554
C30 -6.01073 -1.36856 -4.14272
C31 -5.88913 -2.68666 -4.55172
C32 -6.12854 -2.99705 -5.88418
N5 -6.47445 -2.09700 -6.80328
C33 -6.58646 -0.83328 -6.39666
C34 -6.36757 -0.42145 -5.08949
H19 -3.24125 -2.35249 -1.81274
H20 -0.86993 -1.70127 -2.12330
H21 -1.92002 2.03298 -3.51525
H22 -4.34503 1.52583 -3.30701
H23 -5.60962 -3.45590 -3.84412
H24 -6.03642 -4.02174 -6.22716
H25 -6.86929 -0.10988 -7.15394
H26 -6.47566 0.61899 -4.81279
S2 -1.44998 -2.87575 1.16222
C35 -2.39741 -3.11763 2.60988
C36 -2.40740 -4.33405 3.32733
C37 -3.18632 -4.52302 4.45876
C38 -3.99844 -3.50532 4.95115
C39 -3.99466 -2.28750 4.27805
C40 -3.21654 -2.09912 3.14598
H27 -1.78074 -5.13815 2.95792
H28 -3.16099 -5.48173 4.96845
H29 -4.61229 -3.65569 5.83124
H30 -4.60853 -1.46995 4.64489
H31 -3.21602 -1.13902 2.64106
Br1 4.01718 2.27685 7.69606
C41 3.17428 1.79245 6.06772
C42 1.96995 1.10731 6.10949
C43 1.35465 0.76598 4.91553
C44 1.93120 1.12033 3.70247
C45 3.13151 1.81523 3.68041
C46 3.76614 2.15370 4.86789
C47 1.20721 0.71181 2.46386
O5 0.17128 0.10932 2.50616
O6 1.79257 1.10090 1.31295
H32 1.52294 0.84517 7.05827
H33 0.42187 0.21639 4.90416
H34 3.57212 2.07889 2.72678
H35 4.70978 2.68119 4.86419